Formula: C30H28Cl2N10OTi
Source: the Open Molecules 2025 dataset
Level of theory: ωB97M-V/def2-TZVPD

Geometry as XYZ:
```
72
Properties=species:S:1:pos:R:3:forces:R:3
Ti 11.3666 11.8615 11.9997 1.549 -2.162 -0.581
C 9.5889 6.8222 9.9979 0.631 -0.925 0.830
C 10.2496 6.9345 11.2402 -0.035 -0.519 -1.210
C 10.1767 8.1090 11.9380 -0.468 1.305 0.107
C 9.4549 9.2137 11.4347 -0.114 -1.762 -1.037
C 8.7125 9.0232 10.2318 0.659 1.042 1.412
C 8.7664 7.8245 9.5528 0.273 0.222 0.335
N 9.5253 10.4651 12.0604 -0.506 0.787 -0.158
C 8.3435 11.0328 12.4510 1.804 0.062 -0.788
C 7.0749 10.4323 12.6083 -0.609 0.734 0.480
C 6.0429 11.2748 13.0009 0.142 -1.656 -0.259
C 6.1610 12.6566 13.1268 0.870 1.101 0.219
C 7.3836 13.2771 12.9849 -0.350 -0.837 -0.185
C 8.4706 12.4331 12.6530 0.893 0.817 -0.194
N 9.7343 12.9509 12.3379 -3.511 2.577 1.010
N 9.7091 14.2883 12.5164 -0.133 -1.716 0.083
C 10.7851 14.8788 12.0049 2.147 -0.214 -0.925
C 10.9678 16.2670 12.1071 0.075 0.214 -0.168
C 12.1128 16.8104 11.5504 -0.072 -0.070 0.338
C 13.0295 15.9974 10.8886 0.319 -0.160 -0.007
C 12.7738 14.6403 10.7841 -0.251 -0.306 0.452
N 11.7188 14.0665 11.3766 -0.824 0.845 0.334
H 9.7163 5.9284 9.3868 -0.121 0.105 0.306
H 10.8625 6.1116 11.6031 -0.155 0.175 -0.042
H 10.6790 8.2543 12.8770 0.288 -0.109 0.208
H 8.1718 9.8855 9.8604 -0.200 -0.122 -0.134
H 8.1836 7.6516 8.6841 -0.361 0.135 -0.800
H 6.9365 9.3686 12.4433 -0.005 0.184 0.142
H 5.0877 10.8387 13.2483 -0.198 -0.138 -0.237
H 5.2964 13.2570 13.3453 -0.254 0.019 0.138
H 7.5346 14.3492 13.0606 -0.181 -0.353 0.024
H 10.2249 16.8798 12.6261 0.285 -0.329 -0.224
H 12.3464 17.8633 11.6602 -0.194 -0.030 -0.013
H 13.9761 16.4114 10.5597 -0.225 -0.086 -0.320
H 13.4271 13.9415 10.2522 -0.037 0.378 0.112
C 10.4645 11.6500 16.8264 0.138 -0.478 -0.612
N 11.8675 11.6490 16.4128 0.490 0.175 0.880
C 12.8769 11.8636 17.4856 -1.346 0.036 -0.235
C 12.1848 11.6366 15.1143 -1.758 -0.529 -1.499
N 11.2784 11.6477 14.1314 2.463 -0.102 0.733
N 13.5289 11.4887 14.8060 0.956 -0.504 1.959
C 14.1030 11.8432 13.6298 -0.108 0.236 -1.706
N 15.4406 11.5254 13.5467 -1.186 0.122 1.193
N 13.3511 12.3983 12.7014 1.587 -0.540 0.956
H 10.3762 11.2825 17.8450 0.073 -0.025 -0.062
H 9.9103 10.9760 16.1634 -0.052 0.092 0.333
H 10.0429 12.6419 16.7604 -0.221 0.364 -0.008
H 12.2707 11.8594 18.4099 0.809 -0.175 -0.312
H 13.3472 12.8456 17.4075 0.122 -0.141 -0.117
H 13.5975 11.0496 17.4722 0.125 0.038 0.374
H 10.3351 11.6342 14.4352 -0.794 0.189 0.587
H 14.1944 11.1539 15.5516 -1.498 0.588 -1.179
H 15.9270 11.1951 14.3868 -0.258 0.344 -0.860
H 15.9882 11.8495 12.7841 0.271 0.113 -0.440
H 13.9140 12.7031 11.9278 0.409 -0.014 -0.354
Cl 13.9673 7.3683 10.9946 0.406 -0.461 0.884
C 13.3792 8.4913 9.8828 -1.189 2.234 -0.047
C 13.4567 8.1983 8.5289 -0.004 0.156 -0.650
C 12.8459 8.9690 7.5769 0.662 -0.275 -0.390
Cl 12.8474 8.3069 5.9708 -0.039 0.305 -0.323
C 12.2518 10.2170 7.8523 -0.822 0.136 0.732
C 11.5381 11.0211 6.9282 -0.621 0.968 1.024
C 10.8056 12.1268 7.4063 1.480 -1.050 0.318
C 10.9485 12.4956 8.7651 0.178 -0.972 0.043
N 11.6014 11.7370 9.6618 -0.601 0.216 -0.251
C 12.1912 10.5892 9.2329 0.715 -1.253 0.454
C 12.7251 9.6833 10.2924 -0.496 0.351 -0.355
O 12.5109 10.0258 11.5371 -0.578 0.929 -0.162
H 14.0307 7.3452 8.1924 -0.269 -0.220 0.134
H 11.5606 10.7583 5.8826 -0.203 -0.049 -0.109
H 10.1762 12.7197 6.7693 0.033 0.154 -0.249
H 10.4965 13.4126 9.1306 -0.005 -0.162 0.068
```
Forces are in eV/Å.

Properties
**Lowest unoccupied orbital energy (spin up / spin down)**: -3.85 / -4.01 eV
**Total charge**: +1
**Total energy**: -3552.5891 hartree
**Gap between HOMO and LUMO (spin up / spin down)**: 5.39 / 5.33 eV
**Molar mass**: 663.396 g mol⁻¹
**Multiplicity**: 2
**Energy above the lowest of the compared OMol25 structures with the same formula, charge and spin**: 0.00 kcal per mole

Here are the Löwdin charges for atoms 1 to 2, given in e: 1.07, -0.08



Formula: C5H13NO
Source: the Open Molecules 2025 dataset
Level of theory: ωB97M-V/def2-TZVPD

Geometry as XYZ:
```
20
Properties=species:S:1:pos:R:3:forces:R:3
C 2.4887 -0.3510 0.8734 2.164 -1.545 -0.699
C 1.2762 -0.9572 0.2013 -1.021 0.756 -0.768
C -0.0206 -0.2034 0.5113 -0.133 -1.141 0.812
C -0.1296 1.0159 -0.3843 0.246 1.197 0.016
C -1.3146 -0.1588 -2.1480 -0.283 4.256 -0.577
N -0.8359 0.9288 -1.6564 -0.403 -1.200 -0.748
H 3.4336 -0.3688 0.2090 -1.547 0.323 0.763
H 2.3155 0.6697 1.2286 0.154 -0.348 0.158
H 2.7831 -1.0986 1.6569 -0.274 1.282 -0.008
H 1.2714 -1.0034 -0.8552 0.831 0.615 -1.633
H 1.1688 -1.9943 0.3348 -0.039 -1.459 1.257
H -0.9162 -0.8926 0.3497 1.103 0.987 0.741
H 0.1362 0.0873 1.5829 -1.098 -0.091 -0.769
H 0.9363 1.2491 -0.7478 -1.445 0.482 0.953
H -0.6644 1.8968 0.1583 1.429 -1.168 -0.871
H -1.8711 0.0345 -3.0924 0.506 -0.821 0.546
H -1.3729 -1.0464 -1.6242 0.066 -2.190 0.796
H -2.4901 0.7881 0.5630 2.453 1.629 -3.801
H -3.3019 1.0900 1.6316 -0.319 -0.806 0.513
O -2.8925 0.3145 1.2074 -2.390 -0.758 3.319
```
Forces are in eV/Å.

Properties
**Structure (SMILES)**: C=NCCCC.O
**Lowest unoccupied orbital energy**: 0.86 eV
**Total energy**: -328.2178 hartree
**Gap between HOMO and LUMO**: 10.35 eV
**Molar mass**: 103.165 g mol⁻¹
**Energy above the lowest of the compared OMol25 structures with the same formula, charge and spin**: 63.39 kcal per mole

Here are the Löwdin charges for atoms 1 to 2, given in e: -0.11, -0.31



Formula: C15H19FN2
Source: the Open Molecules 2025 dataset
Level of theory: ωB97M-V/def2-TZVPD

Geometry as XYZ:
```
37
Properties=species:S:1:pos:R:3:forces:R:3
C -2.6804 1.8273 -2.3107 -0.094 0.189 0.267
C -3.3560 0.4755 -2.4417 -0.111 0.017 -0.515
C -2.7175 -0.4741 -3.4585 0.001 -0.220 0.319
C -1.1939 -0.5799 -3.3893 0.081 -0.175 -0.221
C -0.7086 -1.0660 -2.0598 0.095 0.383 -0.012
C -0.8477 -2.4434 -1.7356 -0.088 -0.321 -0.029
N -0.4689 -2.9731 -0.6140 0.053 0.221 -0.001
C 0.0896 -2.0993 0.2749 0.139 -0.164 0.522
C 0.5215 -2.5691 1.5358 0.308 0.428 0.493
C 1.0805 -1.7039 2.4550 -0.169 0.038 -0.557
C 1.2465 -0.3322 2.1542 -0.327 -0.015 -0.669
C 1.8504 0.6143 3.1581 -0.217 -0.066 -0.187
F 0.8811 1.5674 3.4997 -0.120 0.150 0.050
C 3.0641 1.3428 2.6449 0.365 0.086 0.441
C 3.7138 2.2384 3.7081 -0.011 -0.191 -0.206
C 0.8233 0.1351 0.9233 0.062 -0.354 0.407
C 0.2393 -0.7336 -0.0261 0.088 0.223 0.103
N -0.1710 -0.2221 -1.2262 0.052 -0.103 0.146
H -1.6573 1.7629 -1.9567 0.161 -0.105 0.027
H -3.2301 2.4300 -1.5902 -0.024 0.123 0.066
H -2.6834 2.3789 -3.2486 0.012 -0.030 -0.194
H -4.3779 0.6566 -2.7736 -0.193 -0.097 0.043
H -3.4482 -0.0248 -1.4813 0.195 0.022 0.255
H -3.1143 -1.4751 -3.2803 -0.149 -0.099 -0.050
H -3.0173 -0.2196 -4.4708 0.046 0.207 -0.188
H -0.7007 0.3552 -3.6301 -0.012 0.240 0.088
H -0.8715 -1.2978 -4.1450 0.018 -0.067 -0.107
H -1.2863 -3.0994 -2.4759 -0.077 -0.150 -0.078
H 0.4043 -3.6116 1.7824 -0.081 -0.171 -0.103
H 1.4036 -2.0468 3.4267 -0.015 -0.210 0.070
H 2.0842 0.0929 4.0846 0.054 -0.180 0.100
H 3.7854 0.5966 2.3217 0.059 -0.121 -0.213
H 2.7903 1.9295 1.7757 -0.159 0.049 -0.210
H 4.1333 3.1180 3.2338 0.104 0.210 0.065
H 2.9994 2.5526 4.4608 -0.165 0.160 0.026
H 4.5220 1.7207 4.2169 0.082 -0.084 0.089
H 0.8983 1.1766 0.6576 0.037 0.179 -0.036
```
Forces are in eV/Å.

Properties
**Structure (SMILES)**: CCCCc1cnc2ccc([C@H](F)CC)cc2n1
**Lowest unoccupied orbital energy**: -0.14 eV
**Total energy**: -792.3720 hartree
**Gap between HOMO and LUMO**: 8.94 eV
**Molar mass**: 246.329 g mol⁻¹
**Energy above the lowest of the compared OMol25 structures with the same formula, charge and spin**: 2.00 kcal per mole

Here are the Löwdin charges for atoms 1 to 2, given in e: -0.11, -0.26